{"formula": "C28H45NOP2Ti", "method": "wB97M-V/def2-TZVPD", "symbols": ["H", "H", "H", "H", "O", "C", "H", "H", "H", "H", "C", "H", "H", "H", "H", "H", "H", "H", "C", "H", "C", "C", "C", "H", "H", "C", "H", "C", "H", "H", "H", "H", "C", "C", "H", "C", "H", "C", "H", "H", "H", "N", "C", "H", "C", "C", "H", "H", "C", "C", "C", "C", "C", "C", "C", "H", "H", "H", "H", "H", "H", "H", "C", "H", "H", "H", "H", "C", "P", "C", "C", "C", "H", "P", "H", "H", "C", "Ti"], "positions_angstrom": [[-0.08023, -5.29018, -1.64358], [0.88472, -5.76669, -0.24984], [-2.65568, -3.30239, 1.50022], [1.52402, -4.12932, 1.53886], [-1.26189, -0.97084, 1.47050], [-3.13923, -2.43722, 1.04453], [5.67778, 1.82900, 0.37926], [-0.56469, 5.49557, -0.78869], [-0.59726, 3.06472, -1.06838], [1.61091, -4.76695, -1.50499], [0.69139, -4.95347, -0.95172], [-0.22034, 5.34812, 0.93176], [-1.10943, 4.42144, 2.87990], [-1.84428, 2.01466, 3.49221], [3.28624, -2.64739, -4.75964], [3.20042, 1.03063, -2.58111], [1.45826, -3.51205, -3.35212], [-2.34028, -2.06605, 3.63153], [-3.38102, 0.05300, 1.09548], [-2.68798, 4.37424, -0.33226], [4.07304, 3.12759, 0.97085], [3.77777, 0.97513, -0.06482], [0.12998, 2.62620, 2.82843], [-2.31917, -2.69393, -1.89552], [2.28790, 4.11091, 1.58458], [3.32621, -0.74502, -3.75731], [-0.11084, 4.15839, 4.30179], [-2.23568, 3.56065, 0.23547], [-2.74860, 2.63725, -0.03132], [-2.41510, 3.76076, 1.29355], [-2.62407, -0.86051, -3.50650], [-0.88695, -0.55533, -3.55334], [-1.18301, -3.25506, -3.61189], [1.93576, -0.51498, -1.78467], [-0.66862, -3.94646, 0.36905], [-0.80345, 1.70875, 3.62655], [-2.65751, -0.32598, 3.71994], [-1.70724, -0.89434, -2.91765], [0.62778, 4.75904, 2.82182], [-2.09841, -3.32850, -4.20109], [1.05628, -2.43693, 1.42930], [1.50514, 0.16900, -0.62713], [1.34134, -3.31418, 0.83870], [4.05549, -0.31600, -4.43285], [0.25380, -3.71913, -0.17075], [2.70316, 3.24084, 1.09247], [-0.69910, 0.66812, 3.33101], [-0.57456, 1.77984, 4.69132], [1.87305, -2.53468, -3.14970], [-1.43986, -2.32666, -2.42892], [4.60500, 1.96542, 0.42285], [2.38014, 1.12135, -0.05268], [2.87953, -2.04455, -3.95926], [-2.92579, -1.24893, 3.20853], [-0.12882, 4.08097, 3.21351], [-0.91162, -4.26093, -3.29235], [4.20833, 0.06735, -0.46212], [1.15818, 2.37385, 3.09308], [0.97539, 4.81848, -0.26887], [2.27693, -3.09957, 0.31888], [-4.45859, -0.10382, 1.09125], [-3.98197, -1.44748, 3.38687], [1.37674, -1.77313, -2.09098], [-4.21532, -2.53764, 1.17461], [-1.80218, -0.18861, -2.08759], [-3.15925, 0.95539, 1.66694], [-3.03880, 0.18875, 0.06359], [2.85653, 0.01408, -2.70424], [0.07465, 2.18603, 0.99616], [-0.73427, 3.48582, -0.06571], [1.85135, 2.25084, 0.60073], [-0.08661, 4.86693, -0.03625], [-0.39795, -2.86468, -4.25728], [-0.10433, -2.17428, -1.13997], [-2.91510, -2.42110, -0.02088], [4.72601, 3.91449, 1.32279], [-2.65189, -1.14831, 1.70802], [-0.08226, -0.28035, 0.43709]], "forces_ev_per_angstrom": [[0.061, -0.038, 0.010], [0.012, -0.020, -0.029], [-0.001, -0.023, -0.037], [0.000, 0.012, 0.033], [-2.181, -1.065, 1.649], [0.362, 0.118, 0.049], [-0.005, -0.002, 0.005], [-0.003, 0.003, -0.010], [0.003, 0.008, -0.010], [0.018, -0.009, -0.004], [-0.140, 0.015, 0.016], [0.020, 0.033, -0.100], [0.029, 0.013, 0.024], [-0.024, -0.088, -0.020], [-0.039, 0.009, -0.014], [0.116, 0.006, 0.042], [0.050, 0.011, 0.040], [-0.033, -0.002, 0.043], [0.274, -0.166, 0.171], [-0.006, -0.015, -0.023], [0.082, 0.009, 0.006], [-0.222, -0.136, -0.047], [-0.437, -0.158, -0.048], [0.002, 0.023, 0.052], [-0.006, -0.014, 0.004], [0.040, -0.010, -0.073], [0.015, 0.015, 0.004], [0.097, -0.040, -0.004], [-0.024, -0.008, 0.035], [-0.065, 0.001, -0.034], [-0.009, 0.016, 0.002], [0.019, 0.024, 0.026], [-0.069, -0.053, 0.089], [0.210, -0.133, -0.548], [-0.040, 0.066, 0.020], [0.072, 0.169, -0.051], [-0.021, -0.015, 0.026], [0.029, -0.164, -0.023], [-0.052, 0.019, 0.026], [0.015, -0.009, -0.037], [0.023, -0.033, 0.103], [0.887, 0.015, -0.471], [-0.117, -0.072, -0.190], [-0.009, 0.005, 0.010], [0.039, 0.187, -0.130], [-0.002, -0.005, 0.049], [-0.029, -0.056, 0.013], [-0.008, 0.056, -0.005], [0.042, 0.063, 0.014], [0.145, 0.131, 0.224], [-0.015, 0.018, 0.019], [0.432, 0.473, -0.082], [0.043, -0.018, -0.064], [0.277, 0.097, -0.117], [0.100, 0.013, -0.054], [-0.017, 0.021, -0.089], [0.025, -0.005, -0.096], [0.030, -0.031, -0.046], [0.023, 0.040, 0.008], [0.005, 0.049, 0.028], [-0.017, 0.029, -0.014], [-0.010, 0.000, -0.018], [-0.010, 0.166, 0.195], [-0.013, -0.007, -0.009], [-0.108, 0.030, -0.026], [-0.003, 0.035, -0.055], [-0.144, 0.024, -0.035], [-0.168, 0.067, 0.336], [0.659, 1.293, 0.223], [-0.170, -0.150, 0.210], [-0.073, -0.308, -0.171], [0.033, -0.081, 0.034], [-0.061, -0.006, -0.014], [0.305, -0.816, -0.720], [-0.058, -0.026, -0.020], [-0.031, -0.002, 0.036], [-0.946, -0.262, 0.358], [0.791, 0.662, -0.693]], "mulliken_spin": [0.00, 0.00, 0.00, 0.00, -0.06, 0.01, 0.00, 0.00, 0.00, 0.00, 0.00, 0.00, 0.00, 0.00, 0.00, 0.00, 0.00, 0.00, 0.03, 0.00, 0.00, -0.02, -0.02, 0.00, 0.00, 0.00, 0.00, 0.00, 0.00, 0.00, 0.00, 0.00, 0.00, 0.03, 0.00, 0.04, 0.00, 0.00, 0.00, 0.00, 0.02, -0.02, 0.00, 0.00, 0.00, 0.00, 0.00, 0.00, 0.00, -0.04, 0.00, 0.02, 0.00, 0.00, 0.00, 0.00, 0.00, 0.01, 0.00, 0.00, 0.00, 0.00, -0.02, 0.00, 0.02, 0.00, 0.00, 0.00, 0.04, -0.01, -0.05, 0.00, 0.00, 0.06, 0.00, 0.00, 0.00, 0.95], "e_above_lowest_kcal_mol": 10.2, "lumo_energy_ev": [-2.863, -2.784], "charge": 1, "gap_ev": [7.4, 7.5], "s_squared": 0.754, "multiplicity": 2}